[1]
Entry from the Open Molecules 2025 dataset: an isolated ion of composition C8H19INSi and charge +1 at a distorted geometry (the ωB97M-V functional and the def2-TZVPD basis).

Each line ends with the Löwdin charge.
Positions of all 30 atoms, in Å:
C: -1.1939 -0.6078 2.3093  -0.132
C: -0.1886 -1.8499 2.2348  -0.220
C: -1.2488 0.0116 0.9362  -0.220
C: 0.7887 -1.4943 1.1805  -0.564
C: 0.7296 1.2705 1.1095  -0.182
C: -0.8041 2.0562 -1.7414  -0.137
C: 1.9418 0.4591 -1.8945  -0.150
C: -0.7571 -0.8998 -2.2975  -0.171
N: 0.1144 0.2221 0.4064  -0.255
Si: 0.1911 0.4479 -1.4579  0.527
I: 2.8174 -1.2926 1.6489  1.036
H: -2.1860 -0.9160 2.5213  0.106
H: -0.8321 0.0525 3.1432  0.130
H: 0.1744 -2.1546 3.2660  0.135
H: -0.6327 -2.8104 2.0876  0.108
H: -1.8615 -0.6553 0.1481  0.168
H: -1.8455 0.9471 0.9069  0.135
H: 0.6874 -1.9014 0.2040  0.031
H: 0.3376 2.2723 0.8519  0.114
H: 0.5496 1.3115 2.1862  0.103
H: 1.7843 1.3897 0.9489  0.051
H: -0.0321 2.8341 -1.6006  0.043
H: -1.2846 1.8940 -2.7983  0.094
H: -1.5473 2.1351 -1.0314  -0.018
H: 2.5185 1.3571 -1.6025  0.066
H: 2.4079 -0.3441 -1.3272  0.005
H: 2.1744 0.2940 -2.9265  0.047
H: -0.2113 -1.1684 -3.1827  0.030
H: -0.7703 -1.9017 -1.6963  0.070
H: -1.8213 -0.9585 -2.5331  0.048

Atomic forces in eV per Å
1.2 -0.7 0.5
-0.6 0.8 1.8
-1.9 -0.6 -2.2
0.7 1.8 -0.9
0.5 3.3 1.3
2.3 -1.6 -2.5
1.3 0.5 0.8
-0.3 -3.2 1.7
-0.4 -2.9 0.9
-2.3 0.9 -0.1
-0.4 -0.1 0.0
-0.9 -0.4 0.6
-0.5 -0.4 -1.0
0.5 1.4 -1.1
-1.0 -0.4 -1.4
1.5 1.0 1.9
0.6 -0.2 0.3
-0.1 -0.9 -0.4
-0.2 -0.4 -0.6
0.2 -0.8 0.0
0.6 -0.5 -0.2
-0.9 0.2 -0.7
1.1 0.9 1.9
-1.8 0.4 1.4
-0.5 -0.2 0.0
0.2 -0.3 0.0
-0.1 -0.2 -0.7
0.2 -0.1 -0.7
0.7 1.4 -0.7
0.0 1.2 -0.1

Relative energy (zero: lowest compared OMol25 entry of this formula, charge and spin), kcal/mol: 4.3
Kohn-Sham gap, eV: 9.7
Highest occupied orbital energy, eV: -13.4
Strongest force on any atom, hartree/bohr: 0.0730
2S+1: 1
Total charge: +1

[2]
Entry from the Open Molecules 2025 dataset: a 2-piece molecular cluster, C3H3BrO2 overall at a distorted geometry (the ωB97M-V functional and the def2-TZVPD basis).

Each line ends with the Löwdin charge.
Positions of all 9 atoms, in Å:
C: -2.1876 1.3506 0.0463  0.173
C: -1.2137 0.6195 0.0645  0.007
C: -0.2015 -0.3955 -0.1449  -0.554
O: 0.8459 -0.2115 -0.6658  0.065
O: -0.5655 -1.5771 0.3966  0.127
H: -2.9209 2.0718 0.2829  0.036
H: -0.0227 -2.2975 0.1078  0.116
Br: 4.0136 0.0519 -0.2827  0.297
H: 2.6858 0.5615 0.0474  -0.267

Atomic forces in eV per Å
2.2 -1.2 0.7
-2.0 0.9 -0.4
-0.6 -0.7 1.1
1.0 0.3 -0.9
-1.4 1.0 0.3
-0.5 0.2 -0.3
1.0 -0.5 -0.4
-0.7 0.4 0.3
0.9 -0.4 -0.3

Relative energy (zero: lowest compared OMol25 entry of this formula, charge and spin), kcal/mol: 28.4
Kohn-Sham gap, eV: 10.5
Highest occupied orbital energy, eV: -10.4
Strongest force on any atom, hartree/bohr: 0.0505
SMILES: C#CC(=O)O.Br
2S+1: 1
Total charge: 0

[3]
Entry from the Open Molecules 2025 dataset: an isolated ion of composition C2H5N2O and charge +1 at a distorted geometry (the ωB97M-V functional and the def2-TZVPD basis).

Each line ends with the Löwdin charge.
Positions of all 10 atoms, in Å:
C: -0.0057 0.7508 0.8771  -0.229
C: 0.1032 -0.7242 -1.0444  0.006
N: 1.2756 0.5588 0.4184  0.249
N: -1.0176 0.2223 -0.0173  0.080
O: 1.3508 -0.2822 -0.5942  0.054
H: 0.0740 0.5517 1.9370  0.180
H: -0.0258 1.8972 0.8312  0.213
H: -0.0511 -1.8345 -0.6230  0.178
H: -0.0712 -0.6326 -2.1542  0.154
H: -1.6321 -0.5072 0.3694  0.113

Atomic forces in eV per Å
-1.4 1.2 -2.1
-4.6 -1.9 2.3
1.7 -2.4 -2.2
3.0 -2.3 -1.9
0.2 3.2 2.6
-0.3 -0.3 0.8
0.1 -0.6 0.3
0.6 2.3 -1.4
0.4 0.3 1.4
0.4 0.5 0.2

Relative energy (zero: lowest compared OMol25 entry of this formula, charge and spin), kcal/mol: 142.9
Kohn-Sham gap (spin up / spin down), eV: 7.7 / 7.7
Highest occupied orbital energy (spin up / spin down), eV: -15.8 / -15.8
Strongest force on any atom, hartree/bohr: 0.1070
2S+1: 1
Total charge: +1

[4]
Entry from the Open Molecules 2025 dataset: a 7-piece molecular cluster, C10H34N2O7 overall at a distorted geometry (the ωB97M-V functional and the def2-TZVPD basis).

Each line ends with the Löwdin charge.
Positions of all 53 atoms, in Å:
N: -11.6872 -8.2850 15.7616  0.135
C: -12.2977 -7.1820 16.1474  -0.579
N: -13.1558 -7.3188 17.1305  0.162
O: -11.9262 -5.9056 15.6736  -0.162
H: -11.1565 -8.0828 14.8777  0.136
H: -12.1445 -9.2078 15.8838  0.115
H: -13.7542 -6.5034 17.4312  0.082
H: -13.5903 -8.2586 17.3770  0.061
C: -14.9465 -2.2782 16.0401  -0.068
C: -13.5476 -2.8198 15.8994  -0.374
O: -13.4384 -3.6759 14.8210  -0.072
H: -15.0004 -1.3845 16.7396  0.100
H: -15.5865 -2.9239 16.6114  0.022
H: -15.4079 -2.0137 15.1028  0.082
H: -13.0616 -3.1705 16.8099  0.097
H: -12.9094 -1.9706 15.6071  0.115
H: -12.6973 -4.2856 15.0049  0.049
C: -15.7851 -6.0350 19.4740  -0.061
C: -15.6816 -4.8863 18.4586  -0.319
O: -14.7336 -5.1672 17.4584  -0.108
H: -16.0574 -7.0012 18.9507  0.059
H: -16.5846 -5.7056 20.1751  0.090
H: -14.8662 -6.2083 19.9634  0.056
H: -15.3967 -3.9147 19.0481  0.114
H: -16.6349 -4.6690 17.9708  0.088
H: -14.6204 -4.2633 17.0622  0.058
C: -12.3679 -2.0360 21.3477  -0.073
C: -13.3842 -2.5314 20.3686  -0.288
O: -12.6763 -3.0373 19.2173  -0.096
H: -11.7864 -1.2464 20.9254  0.071
H: -11.7366 -2.7950 21.7298  0.069
H: -12.9296 -1.5983 22.1756  0.082
H: -14.0359 -1.8273 19.9820  0.084
H: -13.9254 -3.4001 20.6841  0.100
H: -11.9932 -2.4294 18.9379  0.075
C: -14.3654 -9.5983 18.9500  -0.123
O: -14.0972 -9.7825 17.5712  -0.146
H: -15.3527 -9.1190 18.9757  0.074
H: -13.6060 -8.9872 19.4329  0.091
H: -14.4214 -10.6095 19.4196  0.096
H: -14.8349 -10.2283 17.1877  0.088
C: -17.4077 -1.8165 18.8560  -0.172
O: -16.8608 -0.4989 18.8073  -0.129
H: -18.4539 -1.7100 19.0640  0.062
H: -17.0599 -2.4337 19.6797  0.073
H: -17.4135 -2.3703 17.8795  0.078
H: -17.2463 -0.0111 18.0504  0.094
C: -17.9534 -7.1343 16.7537  -0.168
O: -16.8049 -7.7807 16.2848  -0.145
H: -18.7779 -7.6621 16.3348  0.070
H: -17.8901 -6.1141 16.5964  0.054
H: -17.9990 -7.3826 17.8335  0.083
H: -16.4020 -7.2167 15.5562  0.121

Atomic forces in eV per Å
1.7 -1.5 -3.0
0.9 7.1 -0.5
-2.7 0.0 1.8
-1.4 -6.1 1.7
-0.7 -0.8 1.3
0.6 1.2 -0.2
1.3 -0.8 -0.8
1.2 1.7 -1.1
-0.1 1.2 2.0
1.4 2.2 -0.7
-0.1 -1.4 -0.5
0.5 -0.6 -1.0
-0.7 -0.8 -0.2
0.0 -0.1 -0.4
-0.5 -0.4 0.2
-0.1 0.4 0.5
-0.4 -0.4 -0.1
-1.9 0.1 -1.5
0.4 0.9 1.7
-0.4 2.0 -0.1
0.0 1.1 0.6
0.6 -0.7 -0.2
1.1 0.0 0.7
-0.3 -1.6 -1.1
-0.3 -0.1 0.2
0.6 -1.7 0.0
-1.8 0.8 0.8
2.6 -1.6 -1.2
-0.3 -0.8 -0.3
0.5 0.6 -0.4
0.6 -0.9 0.2
0.2 0.1 0.3
-1.5 1.8 -0.1
-0.4 -0.3 0.7
0.1 0.3 0.1
-1.2 -1.2 0.3
1.4 -0.2 0.1
0.3 0.0 0.7
0.0 0.0 -0.3
0.1 0.9 0.1
-0.8 -0.3 -0.5
-1.3 0.2 -1.1
0.4 -0.2 -0.4
-0.9 0.0 0.2
0.8 0.3 -0.1
0.7 0.4 0.8
0.3 -0.6 0.7
0.3 -2.6 1.7
2.1 0.8 -1.9
-1.2 0.3 -0.6
-0.4 2.1 -0.3
-0.1 0.6 -0.3
-0.6 -1.2 1.5

Relative energy (zero: lowest compared OMol25 entry of this formula, charge and spin), kcal/mol: 96.3
Kohn-Sham gap, eV: 9.0
Highest occupied orbital energy, eV: -8.5
Strongest force on any atom, hartree/bohr: 0.1389
SMILES: NC(N)=O.CCO.CCO.CCO.CO.CO.CO
2S+1: 1
Total charge: 0